# 1
17
Properties=species:S:1:pos:R:3:mulliken_charge:R:1 method="wB97M-V/def2-TZVPD" orbital_gap_ev=6.9 lumo_ev=3.25 energy_ha=-763.92284 total_charge=-1
C -1.5474 -2.3510 0.7380 -0.753
C -0.3611 -1.2188 0.8002 -0.637
In -0.3670 0.2777 -0.8997 0.672
S 1.4514 -0.2843 -2.5875 -0.627
C 0.1862 2.3383 -0.0213 -0.566
N 1.6564 2.4543 0.3323 -0.693
H -1.6486 -2.7824 1.8462 0.233
H -2.5909 -1.8796 0.4505 0.197
H -1.2741 -3.2958 0.0614 0.208
H 0.6987 -1.7607 0.7832 0.192
H -0.4370 -0.6560 1.8450 0.194
H -1.9482 0.3371 -1.8205 -0.318
H 2.5420 -0.8606 -1.8989 0.048
H -0.4477 2.4841 0.9733 0.141
H -0.0581 3.1792 -0.8322 0.193
H 1.9894 1.5792 0.8353 0.245
H 2.1561 2.4391 -0.6053 0.270


# 2
13
Properties=species:S:1:pos:R:3:mulliken_charge:R:1 method="wB97M-V/def2-TZVPD" orbital_gap_ev=10.4 relative_energy_kcal_mol=165.1 lumo_ev=0.76 smiles="[H]/N=C1/OCON1C" energy_ha=-377.69626
H 2.1087 0.5649 0.5151 0.277
N 1.4109 1.4333 0.2523 -0.759
C 0.2696 0.8241 -0.1124 0.643
O -1.0282 1.0724 -0.2124 -0.348
C -1.8127 -0.1462 0.1449 -0.086
O -0.7940 -1.0958 0.2290 -0.294
N 0.3466 -0.5382 -0.4680 0.043
C 1.5477 -1.1123 -0.0048 -0.772
H -2.5131 -0.0459 1.1706 0.217
H -2.6548 -0.3349 -0.8235 0.200
H 1.1771 -2.1485 0.3269 0.363
H 2.3917 -0.9646 -0.9189 0.290
H 1.7377 -0.5424 0.9412 0.225


# 3
59
Properties=species:S:1:pos:R:3:mulliken_charge:R:1 method="wB97M-V/def2-TZVPD" orbital_gap_ev=8.1 lumo_ev=-0.34 energy_ha=-6130.71093
Cu -0.1066 -1.1892 0.9242 -0.275
Br -2.9381 -4.7770 2.9226 -0.191
C -1.3066 -4.2460 3.7483 -0.332
C -0.7148 -5.0080 4.7450 -0.104
N 0.4345 -4.6607 5.2915 -0.607
C 1.0405 -3.5579 4.8865 -0.253
C 0.5151 -2.7184 3.9044 0.023
C -0.6953 -3.0800 3.3331 -0.080
C 1.1932 -1.4190 3.4830 0.446
O 2.2248 -1.0819 4.0253 -0.651
O 0.5750 -0.7277 2.5899 -0.655
H -1.1745 -5.9155 5.1152 0.375
H 1.9807 -3.3261 5.3677 0.474
H -1.1416 -2.4392 2.5797 0.866
C -2.7400 5.7367 -1.0933 -0.474
C -3.4209 4.5595 -1.3490 -0.575
C -2.8731 3.3436 -0.9795 -0.550
C -1.6327 3.2937 -0.3630 0.443
C -0.9485 4.4728 -0.1204 -0.249
C -1.4964 5.6885 -0.4901 -0.615
Sb -0.7786 1.3785 0.2236 1.276
C -0.7409 0.7202 -1.8536 0.593
C 0.3430 0.8329 -2.7088 -0.389
C 0.2499 0.4416 -4.0337 -0.630
C -0.9320 -0.0940 -4.5139 -0.493
C -2.0107 -0.2474 -3.6610 -0.760
C -1.9130 0.1587 -2.3437 -0.453
C 1.2128 2.1251 0.5625 0.256
C 1.9874 2.7471 -0.4055 -0.217
C 3.2954 3.1077 -0.1295 -0.802
C 3.8221 2.9020 1.1349 -0.403
C 3.0301 2.3482 2.1251 -0.632
C 1.7361 1.9537 1.8365 -0.640
H -3.1778 6.6879 -1.3581 0.378
H -4.3827 4.5924 -1.8393 0.387
H -3.4192 2.4307 -1.1761 0.247
H 0.0189 4.4445 0.3630 0.410
H -0.9496 6.6009 -0.3070 0.383
H 1.2805 1.2331 -2.3510 0.130
H 1.0959 0.5777 -4.6959 0.424
H -1.0103 -0.3942 -5.5478 0.410
H -2.9287 -0.6814 -4.0306 0.419
H -2.7682 0.0457 -1.6904 0.492
H 1.5661 2.9731 -1.3765 0.538
H 3.9062 3.5427 -0.9084 0.391
H 4.8455 3.1732 1.3463 0.396
H 3.4223 2.2025 3.1206 0.418
H 1.1394 1.4877 2.6057 0.371
I -0.9490 -6.5830 -1.1538 0.112
C -0.0984 -4.6716 -1.3435 -0.451
C 0.8862 -4.4304 -2.2912 -0.105
C 1.4054 -3.1462 -2.3662 -1.076
C 0.9719 -2.1913 -1.4668 0.007
N 0.0491 -2.4427 -0.5339 0.043
C -0.4952 -3.6594 -0.4871 0.123
H 1.2356 -5.2132 -2.9481 0.413
H 2.1671 -2.8913 -3.0880 0.443
H 1.3660 -1.1871 -1.4940 0.647
H -1.2537 -3.8233 0.2642 0.331


# 4
17
Properties=species:S:1:pos:R:3:mulliken_charge:R:1 method="wB97M-V/def2-TZVPD" orbital_gap_ev=9.9 relative_energy_kcal_mol=19.4 lumo_ev=0.77 energy_ha=-1092.34782
C 1.9765 -0.7340 0.1533 -0.778
C 1.0307 -0.9365 1.0618 0.005
C -0.4715 -0.6761 0.9007 -0.958
C -0.8647 0.0955 -0.3365 0.500
C -1.0883 -0.6118 -1.4678 -0.389
Cl -1.0483 -2.3741 -1.4741 -0.181
C -0.9866 1.5852 -0.3354 -0.887
S 0.5744 2.5411 -0.3996 -0.198
H 1.6459 -0.2902 -0.7856 0.243
H 2.9999 -1.0752 0.2842 0.279
H 1.3363 -1.3017 2.0459 0.317
H -0.9552 -1.6699 0.9288 0.445
H -0.8048 -0.1468 1.8028 0.367
H -1.3042 -0.1425 -2.4260 0.395
H -1.5396 1.8866 0.5938 0.316
H -1.6168 1.9840 -1.1591 0.392
H 1.1164 1.8665 0.6129 0.133


| no. | molar mass (g mol⁻¹) | maximum force (eV/Å) | highest occupied orbital energy (eV) |
| --- | --- | --- | --- |
| 1 | 208.0 | 2.69 | -3.60 |
| 2 | 102.1 | 4.60 | -9.63 |
| 3 | 822.6 | 0.94 | -8.46 |
| 4 | 148.7 | 2.15 | -9.11 |